# 1
The following is a quantum chemistry calculation of C19H22FN3O3S in the gas phase, from the OMol25 dataset.

Atoms and positions in Å:
C1 1.234 -1.428 -0.098
O1 -1.944 3.139 -0.572
C2 -4.404 1.427 0.105
C3 4.276 -0.581 -1.536
H1 3.506 -1.248 -1.891
N1 3.442 -0.732 0.765
H2 -6.917 -2.126 0.041
H3 -7.801 -0.640 -0.316
F1 5.494 1.033 1.478
C4 6.196 0.773 -2.051
C5 -5.605 0.741 0.043
H4 2.616 -0.420 2.634
H5 6.913 1.151 -2.761
N2 0.603 -0.529 0.850
H6 0.576 -2.287 -0.235
C6 -3.320 -0.371 -1.075
H7 1.574 1.198 0.239
H8 2.437 -2.411 1.387
H9 -4.335 2.402 0.562
C7 4.306 -0.212 -0.186
H10 5.133 -0.414 -3.476
C8 -0.704 -0.677 1.108
H11 -7.152 -1.631 -1.630
N3 -1.325 1.680 1.316
H12 -6.493 1.178 0.475
H13 1.343 -0.900 -1.052
H14 0.932 1.261 1.885
C9 -3.275 0.860 -0.452
C10 -1.382 0.390 1.970
H15 -2.415 0.047 2.125
C11 1.423 0.619 1.158
C12 5.345 0.658 0.178
S1 -1.732 1.744 -0.316
H16 3.393 1.010 1.935
C13 5.201 -0.103 -2.445
H17 3.105 -2.526 -0.247
H18 -4.571 -2.015 -1.610
C14 -5.676 -0.505 -0.570
H19 7.032 1.819 -0.363
C15 2.778 0.143 1.708
H20 -0.889 0.459 2.945
C16 -4.524 -1.050 -1.131
H21 -1.818 2.409 1.810
C17 -6.966 -1.263 -0.623
C18 2.597 -1.862 0.452
O2 -0.710 1.065 -1.054
H22 -2.417 -0.780 -1.496
O3 -1.346 -1.644 0.734
C19 6.263 1.153 -0.722

Calculated values
* structure (SMILES): Cc1ccc(S(=O)(=O)NCC(=O)N2CCN(c3ccccc3F)CC2)cc1
* relative energy (zero: lowest compared OMol25 entry of this formula, charge and spin): 190.32 kJ/mol
* M: 391.5 g mol⁻¹
* E_HOMO: -7.82 eV
* DFT total energy: -44225.505 eV

Results of the Mulliken charge analysis, in e, for atoms 1 through 2: atom 1 (C): -0.41, atom 2 (O): -0.75

# 2
The following is a quantum chemistry calculation of C19H22N2O3 in the gas phase, from the OMol25 dataset.

Atoms and positions in Å:
H1 -2.803 0.879 3.664
H2 3.579 -1.485 1.354
H3 1.471 5.182 0.052
C1 -1.915 1.033 1.707
C2 0.911 4.830 0.917
H4 -2.972 -1.261 2.793
H5 -1.479 0.818 -3.131
H6 -1.274 -0.493 -5.214
C3 0.528 -2.450 -3.131
C4 2.688 -3.298 0.492
H7 2.089 -3.444 1.391
H8 1.356 -0.827 0.888
C5 -0.104 -2.030 -4.287
C6 -0.472 2.953 1.378
C7 -0.897 1.450 -0.574
O1 -2.449 -0.096 1.154
H9 -0.479 -0.429 0.054
C8 -1.563 2.601 3.485
C9 -0.721 3.352 2.689
C10 3.181 -1.858 0.412
C11 1.913 -1.116 -0.013
H10 -1.759 2.919 4.498
H11 3.493 -4.031 0.479
H12 -4.265 -0.203 2.157
O2 0.368 3.592 0.532
H13 -0.039 -2.641 -5.176
O3 -1.057 2.266 -1.456
C12 -0.305 -0.521 -1.973
C13 1.813 -3.377 -0.753
N1 -0.517 0.159 -0.763
H14 1.067 -3.384 -3.153
H15 1.073 -4.180 -0.713
C14 -1.081 1.793 0.878
H16 0.128 5.556 1.159
H17 -3.732 -1.623 1.224
H18 -0.267 4.243 3.092
H19 2.126 -0.214 -0.590
N2 1.144 -2.086 -0.797
C15 -2.157 1.445 3.013
C16 -0.798 -0.836 -4.309
C17 -0.908 -0.095 -3.146
C18 -3.405 -0.824 1.887
H20 3.952 -1.770 -0.354
H21 2.459 -3.536 -1.628
C19 0.488 -1.691 -1.961
H22 1.590 4.726 1.770

Calculated values
* structure (SMILES): COc1cccc(OC)c1C(=O)Nc1ccccc1N1CCCC1
* relative energy (zero: lowest compared OMol25 entry of this formula, charge and spin): 206.43 kJ/mol
* M: 326.4 g mol⁻¹
* E_HOMO: -7.44 eV
* DFT total energy: -29182.411 eV

Results of the Mulliken charge analysis, in e, for atoms 1 through 2: atom 1 (H): 0.42, atom 2 (H): 0.36

# 3
The following is a quantum chemistry calculation of a molecular structure, C19H22N2O4 at a distorted geometry, from the OMol25 dataset.

Atoms and positions in Å:
H1 -1.030 -2.488 -4.788
H2 5.389 4.896 -0.042
C1 3.338 3.203 0.250
C2 0.144 -2.237 1.750
C3 -1.895 -2.112 -1.587
C4 -5.582 -1.306 -1.286
C5 3.297 2.109 -1.631
O1 -2.079 -2.131 -2.970
C6 -2.206 -1.737 1.151
H3 3.914 5.788 -0.551
H4 0.054 -1.766 -3.465
H5 3.453 2.064 -2.737
N1 1.457 0.183 0.904
C7 -1.011 -2.271 0.704
H6 -0.729 -1.284 4.316
O2 4.288 4.035 -1.484
N2 0.226 -1.133 2.358
C8 -3.331 -1.583 0.521
C9 -0.780 -2.516 -3.493
O3 -4.106 -1.771 -1.681
C10 -0.922 -2.150 -0.724
H7 1.152 -0.443 0.115
H8 -6.200 -1.157 -2.350
H9 3.711 4.165 1.106
H10 2.228 2.477 1.917
H11 -2.264 -2.755 3.126
O4 0.471 1.168 2.823
C11 -2.291 -1.724 2.539
H12 -5.907 -1.887 -0.665
H13 1.245 -2.465 1.038
C12 2.501 2.418 0.936
C13 -3.227 -1.556 -0.867
C14 -1.008 -0.905 3.275
H14 -4.297 -1.199 0.939
C15 0.682 0.097 1.822
C16 3.602 3.192 -0.937
H15 -0.070 -2.884 2.252
H16 -1.368 0.073 3.466
H17 -3.095 -1.103 3.164
H18 0.103 -2.479 -1.284
H19 -5.504 -0.346 -0.614
H20 5.338 5.855 -1.688
H21 -0.440 -3.443 -3.259
C17 2.021 1.443 0.159
C18 2.517 1.087 -1.058
H22 2.136 0.368 -1.465
C19 4.765 5.317 -0.859

Calculated values
* relative energy (zero: lowest compared OMol25 entry of this formula, charge and spin): 1953.52 kJ/mol
* M: 342.4 g mol⁻¹
* E_HOMO: -7.34 eV
* DFT total energy: -31211.989 eV

Results of the Mulliken charge analysis, in e, for atoms 1 through 2: atom 1 (H): 0.21, atom 2 (H): 0.34

# 4
The following is a quantum chemistry calculation of 4 unconnected molecules or ions with the total composition C19H22N4 at a distorted geometry, from the OMol25 dataset.

Atoms and positions in Å:
C1 9.169 -1.398 -5.002
C2 9.580 -2.657 -5.637
H1 8.257 -2.913 -7.264
C3 -7.761 -6.444 3.541
H2 -3.789 4.555 5.694
H3 0.237 0.063 0.010
N1 -2.324 7.425 6.894
H4 2.160 0.247 -1.641
H5 -7.593 -7.465 3.232
H6 -6.910 -3.224 2.877
C4 9.332 -2.791 -7.127
C5 -1.204 1.618 -2.601
H7 1.828 1.289 -3.708
C6 -1.132 0.940 -1.384
N2 -8.708 -4.978 5.134
H8 -2.754 5.383 3.557
C7 -1.976 7.120 4.485
C8 0.144 0.577 -0.935
C9 -1.919 7.886 5.668
C10 9.839 -1.637 -7.965
C11 -3.244 5.484 5.611
H9 -1.589 7.596 3.596
C12 1.214 0.753 -1.765
C13 -8.505 -6.229 4.615
C14 0.956 1.300 -3.070
C15 -2.548 5.867 4.501
C16 -8.177 -3.951 4.478
H10 10.919 -1.506 -8.029
C17 -7.177 -5.357 2.858
C18 -3.036 6.229 6.808
N3 -0.209 1.704 -3.504
H11 10.625 -2.769 -5.350
H12 -2.041 0.594 -0.915
H13 -8.230 -3.105 5.148
H14 9.736 -3.729 -7.508
H15 9.107 -3.415 -5.012
N4 8.883 -0.399 -4.519
H16 -1.400 8.829 5.581
H17 -8.992 -7.065 5.095
H18 9.599 -1.937 -8.985
H19 -6.452 -5.550 2.081
H20 -3.569 5.851 7.668
H21 -2.199 1.997 -2.784
C19 -7.422 -4.059 3.333
H22 9.273 -0.728 -7.761

Calculated values
* structure (SMILES): c1ccncc1.c1ccncc1.c1ccncc1.CCCC#N
* relative energy (zero: lowest compared OMol25 entry of this formula, charge and spin): 272.63 kJ/mol
* M: 306.4 g mol⁻¹
* E_HOMO: -9.48 eV
* DFT total energy: -26017.631 eV

Results of the Mulliken charge analysis, in e, for atoms 1 through 2: atom 1 (C): 0.21, atom 2 (C): -0.46

# 5
The following is a quantum chemistry calculation of C19H22N4O3S in the gas phase at a distorted geometry, from the OMol25 dataset.

Atoms and positions in Å:
C1 -1.216 -1.975 -2.396
C2 -1.355 1.519 2.079
H1 -1.968 1.841 2.919
S1 4.097 1.795 0.944
H2 -2.304 -1.427 -4.283
N1 3.333 2.930 3.210
C3 0.540 -0.614 -1.347
C4 1.268 1.257 3.566
H3 2.463 -1.485 -1.639
H4 0.599 -0.725 3.851
C5 3.052 1.941 2.339
H5 -2.821 0.705 -3.484
C6 3.015 0.738 -0.056
H6 -1.430 -0.592 2.495
C7 -1.382 0.422 -1.921
C8 0.156 0.258 3.668
C9 1.726 1.484 -0.377
H7 1.654 -1.967 -0.143
H8 -0.480 0.512 4.517
C10 1.465 2.240 4.485
H9 -3.164 -3.836 -5.467
H10 -3.213 1.461 -1.947
H11 -0.784 2.397 -1.222
C11 -0.568 1.359 -1.374
N2 2.083 1.102 2.486
O1 -1.637 -4.074 -2.536
H12 -0.611 2.287 1.880
O2 2.862 4.066 5.115
C12 2.561 3.164 4.364
H13 -2.410 -5.275 -4.744
H14 -3.387 -0.289 -2.134
H15 3.564 0.505 -0.968
C13 -2.781 0.574 -2.403
N3 -0.700 -0.787 -1.908
H16 2.817 -0.167 0.514
H17 0.812 2.362 5.334
C14 -0.676 0.191 2.385
C15 -2.229 -3.505 -3.598
C16 1.501 -1.736 -1.197
H18 -0.024 -0.078 1.554
N4 -1.016 -3.128 -1.800
O3 1.607 2.660 -0.109
H19 4.104 3.564 3.036
H20 -1.991 1.425 1.202
C17 0.660 0.727 -1.011
C18 -1.997 -2.160 -3.571
C19 -2.977 -4.370 -4.540
H21 -3.930 -4.663 -4.101
H22 1.113 -2.634 -1.669

Calculated values
* structure (SMILES): CCCc1cc(=O)[nH]c(SCC(=O)c2cc(C)n(-c3cc(C)on3)c2C)n1
* relative energy (zero: lowest compared OMol25 entry of this formula, charge and spin): 192.19 kJ/mol
* M: 386.5 g mol⁻¹
* E_HOMO: -8.47 eV
* DFT total energy: -42997.995 eV

Results of the Mulliken charge analysis, in e, for atoms 1 through 2: atom 1 (C): 0.57, atom 2 (C): -1.12

# 6
The following is a quantum chemistry calculation of C19H22N4O3S2 in the gas phase, from the OMol25 dataset.

Atoms and positions in Å:
C1 0.174 -0.676 2.411
C2 -0.904 -0.319 4.282
H1 3.978 -0.295 -5.805
H2 -3.204 1.246 3.635
H3 2.515 -2.259 -3.970
C3 1.829 1.057 1.063
H4 -2.215 2.927 2.552
H5 -0.796 2.317 -1.429
H6 0.426 -1.356 -2.878
H7 -2.918 -0.796 0.576
C4 3.659 -1.295 -5.519
H8 2.503 1.679 0.497
C5 0.701 -1.097 1.201
H9 3.402 -0.843 -3.432
C6 1.301 1.486 2.261
C7 -3.586 -0.916 4.757
H10 -1.067 3.772 0.552
H11 1.844 1.107 -2.313
H12 -1.123 -2.158 3.223
O1 3.589 -0.221 -1.058
C8 -2.122 2.302 1.676
C9 -3.428 -0.733 3.259
O2 1.932 -2.050 -1.267
H13 0.502 -2.063 0.767
N1 -3.211 0.555 2.895
S1 -1.987 -0.568 5.633
H14 4.545 -1.903 -5.358
C10 -2.512 0.201 0.570
C11 -1.469 2.771 0.553
C12 -1.321 1.958 -0.558
H15 -4.315 -0.228 5.183
H16 -1.740 0.041 -1.407
N2 -0.674 -1.260 3.315
C13 -1.848 0.679 -0.545
N3 1.318 0.283 -2.064
C14 1.522 -0.202 0.554
C15 -2.636 1.008 1.694
H17 1.844 0.620 -4.731
H18 -0.244 0.204 -3.418
H19 3.093 -1.723 -6.345
H20 0.962 -0.811 -5.272
S2 2.224 -0.669 -1.021
C16 2.810 -1.248 -4.254
O3 -3.448 -1.685 2.509
N4 -0.244 0.787 4.100
H21 -3.874 -1.944 4.973
C17 0.455 0.611 2.938
C18 1.556 -0.399 -4.453
C19 0.679 -0.346 -3.202
H22 1.522 2.457 2.671

Calculated values
* structure (SMILES): CCCCNS(=O)(=O)c1ccc2nc(SCC(=O)Nc3ccccc3)[nH]c2c1
* relative energy (zero: lowest compared OMol25 entry of this formula, charge and spin): 23.92 kJ/mol
* M: 418.5 g mol⁻¹
* E_HOMO: -8.55 eV
* DFT total energy: -53834.388 eV

Results of the Mulliken charge analysis, in e, for atoms 1 through 2: atom 1 (C): 0.24, atom 2 (C): -0.11

# 7
The following is a quantum chemistry calculation of a molecular structure, C19H22N5PdS at a distorted geometry, from the OMol25 dataset.

Atoms and positions in Å:
H1 2.575 -2.654 2.156
C1 -0.280 1.296 3.381
Pd1 0.707 0.128 0.707
H2 -1.086 3.786 -2.316
H3 0.109 0.098 5.115
C2 -0.321 2.597 2.848
C3 0.353 2.180 5.531
H4 -0.699 -0.912 -1.506
H5 0.287 1.837 -1.694
N1 1.491 -2.587 0.003
C4 3.144 1.418 3.799
C5 -0.605 2.866 1.425
C6 3.335 -0.503 5.211
H6 3.120 -2.395 4.249
C7 0.296 3.467 5.021
N2 -1.209 -0.703 -0.640
H7 -1.522 0.336 2.096
H8 3.510 -0.942 6.181
H9 -0.018 4.666 3.286
C8 3.342 0.873 5.055
C9 -0.067 2.078 0.411
C10 -1.540 4.303 -0.284
H10 1.578 -3.484 0.463
H11 -1.834 0.093 -0.835
H12 2.809 1.094 1.726
H13 3.175 2.486 3.662
C11 -0.026 3.666 3.691
H14 -0.668 -0.680 3.126
C12 2.911 0.610 2.696
C13 2.882 -0.777 2.857
N3 -0.635 0.177 2.573
H15 3.515 1.514 5.903
N4 2.634 -1.698 1.820
H16 -2.400 -1.708 0.623
H17 -2.559 -2.214 -0.945
C14 -0.200 2.424 -0.920
H18 0.608 2.014 6.566
H19 -1.786 4.616 1.812
S1 2.639 -0.241 -0.512
C15 3.110 -1.322 4.122
C16 2.130 -1.500 0.562
H20 1.485 -2.632 -1.007
C17 -1.352 3.989 1.048
N5 -1.892 -1.890 -0.240
C18 -0.954 3.535 -1.276
H21 -2.128 5.167 -0.555
H22 0.504 4.313 5.658
C19 0.070 1.101 4.713

Calculated values
* relative energy (zero: lowest compared OMol25 entry of this formula, charge and spin): 298.19 kJ/mol
* net charge: +1
* M: 458.9 g mol⁻¹
* E_HOMO (alpha / beta): -10.97 / -10.84 eV
* DFT total energy: -41818.194 eV

Results of the Mulliken charge analysis, in e, for atoms 1 through 2: atom 1 (H): 0.25, atom 2 (C): 1.06

# 8
The following is a quantum chemistry calculation of a molecular structure, C19H22N8OOsSSe4 at a distorted geometry, from the OMol25 dataset.

Atoms and positions in Å:
C1 3.577 -0.119 1.308
H1 7.023 -1.222 0.170
H2 3.344 -5.079 1.102
H3 -2.311 -0.628 0.599
H4 0.887 0.537 -2.539
N1 -2.322 0.047 -0.153
N2 -0.972 1.060 -1.735
C2 -5.372 3.389 -2.058
C3 2.339 -4.770 1.352
C4 -0.149 -3.819 1.963
C5 1.311 -5.671 1.577
C6 -1.139 0.182 -0.779
N3 6.338 -1.951 0.275
Se1 0.669 -1.190 4.281
Se2 -0.525 0.309 5.469
H5 2.025 2.648 -2.033
H6 -1.118 -3.398 2.194
N4 4.801 -0.378 0.887
N5 3.249 1.151 1.539
C7 -4.620 1.576 -3.463
C8 5.116 -1.656 0.685
S1 0.153 -0.940 -0.380
H7 -0.588 3.542 -0.678
Se3 -1.605 1.519 3.856
N6 4.256 -2.699 0.868
H8 -5.937 4.302 -1.933
C9 3.069 -2.366 1.264
H9 0.077 4.233 -2.169
C10 -3.981 0.999 -2.378
C11 0.045 -5.185 1.877
Se4 -0.147 1.431 2.072
H10 -1.774 1.631 -1.978
N7 0.852 -2.953 1.771
C12 2.066 -3.423 1.463
H11 2.375 1.391 1.977
C13 -5.302 2.777 -3.304
H12 0.940 4.405 -0.645
H13 -4.768 3.285 0.004
C14 1.092 2.428 -1.511
Os1 0.642 -0.862 1.948
H14 3.967 1.849 1.432
O1 -3.588 1.352 1.191
H15 6.601 -2.913 0.141
H16 1.354 1.941 -0.568
C15 -3.344 1.071 0.052
H17 -4.602 1.084 -4.426
C16 0.308 1.440 -2.363
H18 1.490 -6.736 1.520
N8 2.637 -1.095 1.518
H19 -5.799 3.227 -4.154
H20 -0.788 -5.851 2.050
C17 -4.006 1.640 -1.136
C18 0.332 3.723 -1.239
H21 0.056 1.883 -3.325
C19 -4.726 2.823 -0.974
H22 -3.508 0.030 -2.485

Calculated values
* relative energy (zero: lowest compared OMol25 entry of this formula, charge and spin): 72.41 kJ/mol
* net charge: +2
* M: 916.6 g mol⁻¹
* E_HOMO (alpha / beta): -13.29 / -13.29 eV
* DFT total energy: -308706.581 eV

Results of the Mulliken charge analysis, in e, for atoms 1 through 2: atom 1 (C): 0.74, atom 2 (H): 0.26